The following is a DFT calculation (wB97M-V/def2-TZVPD) of C8H24BF4O8Tl as an isolated structure at a distorted geometry.

HOMO level (alpha / beta)	-18.4 / -18.4	eV
<S²>	1.7664
charge	+3
2S+1	2
frontier orbital gap (alpha / beta)	5.40 / 4.21	eV
energy	-41273.579	eV

Atoms and positions in Å:
Tl (0.4490, -1.8764, 2.9036)
F (-0.8750, 1.1162, -0.3059)
F (-0.2487, -1.0518, 0.0617)
F (-0.9434, 0.2822, 1.8137)
F (-2.4050, -0.4883, 0.4217)
O (-1.6253, 5.4251, 2.1154)
O (2.7807, -1.2763, 0.8284)
O (2.6580, -1.0540, -2.9900)
O (1.1844, 0.9638, -4.3782)
O (1.7082, 0.8477, 2.4139)
O (-3.2706, 4.3240, -0.0113)
O (0.3486, -4.0374, 0.7541)
O (-2.1415, -2.7766, 1.5811)
C (2.6009, 0.0197, 0.3302)
C (-0.8646, -4.2387, 0.0593)
C (-2.6279, 3.5640, 0.9628)
C (2.8229, 0.9296, 1.6065)
C (1.2563, -1.1354, -3.2045)
C (-1.2383, 4.2047, 1.4073)
C (0.5775, 0.2320, -3.3631)
C (-2.1064, -4.0197, 0.9406)
B (-1.1054, -0.0322, 0.4922)
H (2.1422, 0.9354, -4.4366)
H (-3.2729, 3.9637, -0.9011)
H (-2.2084, 5.9705, 1.5823)
H (0.9078, -4.8150, 0.6888)
H (-0.5597, 4.4628, 0.5943)
H (2.6809, -0.4150, -2.2739)
H (-0.6650, 3.5824, 2.0946)
H (3.4145, 0.2877, -0.3439)
H (3.1595, 1.9097, 1.2685)
H (-0.8213, -5.2731, -0.2816)
H (3.3131, -1.7540, 0.1881)
H (-2.7005, -2.1295, 1.1446)
H (-2.3644, 2.5561, 0.6421)
H (3.7484, 0.4964, 1.9860)
H (1.7970, 1.5082, 3.1048)
H (-2.1993, -4.8502, 1.6405)
H (0.7378, -1.6393, -2.3888)
H (-0.4358, -0.0778, -3.6187)
H (-0.8115, -3.5474, -0.7818)
H (0.4431, 0.7655, -2.4221)
H (1.6723, 0.4156, -0.0810)
H (1.2437, -1.6828, -4.1470)
H (-3.1223, 3.4901, 1.9314)
H (-3.0337, -4.0826, 0.3712)

Force components x, y, z for each atom (eV/Å):
0.4 0.5 -0.1
-0.1 -0.3 0.0
0.4 -0.6 0.0
0.8 0.2 1.3
-1.4 -0.5 -0.9
1.1 -3.1 -0.5
-1.1 -0.9 -0.7
-2.0 0.7 0.2
-2.0 -0.8 0.2
-0.6 0.1 0.6
0.3 -0.1 2.2
-1.1 0.7 -0.1
1.4 -2.4 0.7
1.2 2.8 2.1
3.3 -1.0 -0.4
-0.7 -0.5 -1.2
2.0 -1.0 -2.8
3.2 -1.7 -1.1
0.6 3.1 1.7
-0.8 0.8 -1.0
-2.8 1.5 0.7
-0.1 0.8 -0.5
1.0 0.1 0.4
0.3 -0.4 -0.3
-0.3 0.7 -0.7
0.2 -0.5 0.2
-0.6 0.0 -0.7
1.0 0.1 1.0
-0.6 0.0 0.2
0.2 0.0 -0.2
-0.8 0.5 0.2
-0.9 0.0 -0.2
0.0 -0.4 0.1
-0.6 1.1 -0.8
0.3 0.0 -0.3
-0.2 -0.1 0.9
-0.1 0.0 0.3
0.8 0.1 0.7
-0.3 0.2 0.3
-0.2 0.7 -0.7
-0.8 0.4 0.1
0.9 0.2 0.6
-0.6 -1.2 -0.3
-0.8 -0.1 0.1
-0.6 0.4 -0.3
0.4 -0.1 -0.9

The following is a DFT calculation (wB97M-V/def2-TZVPD) of C8H24ClI2P2PdS as an isolated structure at a distorted geometry.

HOMO level (alpha / beta)	-18.5 / -19.7	eV
<S²>	6.0177
ΔE to the lowest compared entry with this formula, charge and spin	80.9	kJ/mol
charge	+3
2S+1	5
frontier orbital gap (alpha / beta)	5.76 / 6.34	eV
energy	-70270.605	eV

Atoms and positions in Å:
I (0.9305, 1.0786, 1.2236)
I (0.3690, -1.4882, 0.0220)
Pd (-1.6778, 0.3850, -1.4852)
Cl (-3.1213, 1.7498, -2.6646)
S (2.3283, -1.4016, 3.1361)
P (0.4867, 0.6128, -2.4066)
P (-2.5883, 0.0720, 0.6852)
C (2.2416, 0.2215, -2.0426)
C (-2.0221, -0.5011, 2.3100)
C (-3.9590, -1.0188, 0.2634)
C (3.4810, -2.5279, 2.3546)
C (-3.4107, 1.6193, 1.0926)
C (0.1460, -0.4054, -3.8866)
C (3.4466, -0.0218, 3.3293)
C (0.5333, 2.3177, -3.0333)
H (-3.5917, -2.0570, 0.2682)
H (4.2418, -0.3071, 4.0544)
H (1.1316, 2.3768, -3.9564)
H (-0.5061, 2.6362, -3.1980)
H (2.5675, 0.8306, -1.1777)
H (3.9043, 0.2933, 2.3493)
H (0.9902, 2.9334, -2.2450)
H (-1.5342, -1.4819, 2.2269)
H (2.3318, -0.8525, -1.7695)
H (0.3860, -1.4459, -3.6146)
H (-2.8366, -0.5727, 3.0475)
H (-2.6810, 2.2506, 1.6144)
H (-4.8066, -0.9341, 0.9581)
H (2.8902, 0.4262, -2.9224)
H (-3.7103, 2.1191, 0.1648)
H (-4.2811, 1.4626, 1.7444)
H (-4.2812, -0.7645, -0.7558)
H (3.8051, -3.1894, 3.1764)
H (0.7468, -0.0755, -4.7438)
H (4.3615, -1.9974, 1.9537)
H (2.8965, 0.8394, 3.7412)
H (-0.9338, -0.3027, -4.0783)
H (-1.2690, 0.2017, 2.6985)
H (2.9947, -3.0812, 1.5656)

Force components x, y, z for each atom (eV/Å):
-0.3 -1.2 -0.9
0.1 0.9 1.0
-0.1 -0.1 0.1
0.4 -0.4 0.3
1.1 0.2 -0.2
1.7 0.8 -2.7
-2.3 0.3 1.6
0.2 -0.4 0.7
1.1 -0.3 0.3
0.3 -0.8 -0.7
0.5 0.3 0.3
0.5 0.7 -0.2
-0.5 -0.3 0.9
0.4 1.0 0.2
-0.2 0.1 0.6
-0.3 0.2 -0.1
-0.4 0.0 -0.5
-0.2 -0.1 0.3
0.5 0.1 -0.1
0.1 -0.3 -0.6
-0.4 -0.6 0.9
-0.2 0.1 -0.4
-0.3 0.2 0.1
0.1 0.8 -0.4
-0.2 0.2 -0.4
-0.1 0.1 -0.5
-0.3 0.1 -0.1
0.3 0.2 -0.1
-0.6 0.1 0.4
-0.1 0.0 0.3
0.2 -0.1 -0.2
-0.2 -0.2 0.2
-0.1 -0.1 -0.3
-0.2 0.0 0.2
-0.5 -0.1 0.3
0.2 -0.4 0.0
0.4 -0.2 -0.5
-0.5 -0.3 0.0
-0.3 -0.4 0.0

The following is a DFT calculation (wB97M-V/def2-TZVPD) of C8H24FeO8 as an isolated structure at a distorted geometry.

HOMO level (alpha / beta)	-5.5 / -12.3	eV
<S²>	8.7564
charge	+1
2S+1	6
frontier orbital gap (alpha / beta)	3.01 / 9.80	eV
energy	-59440.815	eV

Atoms and positions in Å:
Fe (-0.0173, -0.1657, -0.1455)
O (-1.4015, -0.3769, -1.7968)
O (1.1839, 1.1916, 0.8913)
O (-0.9365, 0.0341, 3.0261)
O (1.5726, -0.7237, -1.6066)
O (1.3104, -1.4123, 1.2872)
O (0.4219, 1.7842, -1.5439)
O (-1.2985, -1.9655, 0.2191)
O (-1.7419, 1.2297, 0.4833)
C (2.0964, -0.5182, 2.1159)
C (-1.3212, 1.4135, 2.9098)
C (1.9932, 0.1371, -2.5955)
C (-1.2188, -2.6660, -1.0046)
C (2.3719, 0.7536, 1.3579)
C (1.0741, 1.3351, -2.7347)
C (-2.2865, 1.5741, 1.7388)
C (-1.8647, -1.7203, -1.9960)
H (1.0961, 2.1058, 1.1708)
H (-3.1075, 0.8680, 1.8637)
H (-1.9504, -3.3922, -0.6504)
H (-1.9230, 0.0661, -2.4701)
H (-1.6651, -0.5564, 3.2313)
H (3.0852, -0.9755, 2.1524)
H (-0.4931, 2.1056, 2.7576)
H (3.0005, 0.3999, 0.5407)
H (-2.8356, 2.5134, 1.6739)
H (-2.9335, -1.5654, -1.8483)
H (3.0622, 0.2430, -2.4108)
H (1.4683, -2.2835, 1.6584)
H (0.5184, 2.7280, -1.3974)
H (2.9744, 1.4549, 1.9353)
H (-1.5839, -2.6170, 0.8639)
H (-1.5882, -1.8775, -3.0386)
H (-0.2978, -3.0953, -1.3990)
H (1.5615, -0.4495, 3.0631)
H (-1.9094, 1.6762, 3.7890)
H (1.8326, -0.4163, -3.5207)
H (2.0497, -1.5505, -1.5043)
H (1.6148, 2.0797, -3.3189)
H (-2.2904, 1.5791, -0.2230)
H (0.3767, 1.0552, -3.5243)

Force components x, y, z for each atom (eV/Å):
-0.7 0.3 -0.1
1.0 0.1 0.7
-1.6 1.9 -0.3
1.4 0.8 -0.4
-2.2 -0.8 2.8
0.3 1.1 -0.3
0.2 -0.9 -0.7
1.9 1.7 0.8
1.4 0.0 -0.1
0.9 -0.8 0.2
-1.8 -0.7 -0.7
0.8 -0.5 -1.2
-2.6 -0.1 -0.9
2.2 -2.6 0.9
0.3 0.2 -1.2
-1.5 -0.7 0.3
-0.1 -0.2 -0.5
-0.8 0.4 -0.4
-0.1 -0.3 0.6
0.0 -1.4 -1.8
0.0 1.4 -0.3
-0.4 0.4 0.0
0.0 -0.2 0.9
0.4 -0.6 0.5
0.1 0.4 -0.4
0.7 0.5 0.2
-0.2 -1.1 -0.1
0.1 1.0 -0.4
-0.4 -0.5 -0.2
0.1 0.3 -0.1
-0.4 0.2 0.1
0.1 0.0 1.0
-0.4 -0.9 -0.1
0.3 0.2 0.7
0.4 0.4 0.1
0.3 0.4 0.2
0.6 0.2 -0.5
0.4 -0.2 -0.3
0.4 0.6 0.8
-0.2 0.0 -0.4
-0.9 -0.2 0.6